1.
This record from the Open Molecules 2025 dataset describes a molecular structure, C45H76Cl30F3I2N2O. The level of theory is ωB97M-V/def2-TZVPD.

Computed properties:
Calculated total energy ... -452942.272 eV
LUMO energy ... -2.412 eV
Net charge ... +1
Energy relative to the best compared isomer or geometry (same formula, charge and spin) ... 21.5 kcal/mol

Each line ends with the Löwdin charge.
Element x y z (Å)
C: 5.145 3.447 0.878  -0.1467
C: 4.054 3.017 -0.147  -0.1997
C: 2.819 2.548 0.624  -0.2283
O: 1.769 2.259 -0.312  -0.1465
C: 0.539 1.929 0.360  -0.1363
C: 0.321 0.436 0.315  -0.1855
N: 0.859 -0.219 -0.908  0.1154
C: 0.488 -1.712 -0.959  -0.2756
C: -0.141 -1.840 -2.371  -0.1085
C: -0.300 -3.233 -3.036  -0.1422
C: 0.231 -4.454 -2.363  -0.1819
F: 1.588 -4.671 -2.478  0.0290
C: -0.444 -5.414 -1.706  -0.3057
F: -1.555 -5.920 -2.232  0.1425
F: -0.001 -5.928 -0.583  0.1451
C: 1.839 -2.372 -0.645  -0.6340
I: 2.089 -3.534 1.140  0.9921
C: 2.906 -2.305 -1.463  -0.7946
C: 2.915 -1.541 -2.779  -0.1341
I: 4.778 -3.232 -1.055  0.8833
C: -0.625 -1.708 0.181  -0.1179
C: -1.638 -2.854 0.111  -0.1713
C: -1.591 -3.838 1.101  -0.0920
C: -2.490 -4.880 1.133  -0.1079
C: -3.488 -5.002 0.184  -0.0613
C: -3.536 -4.058 -0.820  -0.0767
C: -2.627 -3.030 -0.844  -0.0790
C: -1.100 -0.220 0.537  -0.2033
C: -1.937 0.564 -0.534  -0.1361
C: -3.349 0.016 -0.895  -0.1661
C: -4.382 1.177 -0.777  -0.2134
C: -4.211 2.164 -1.945  -0.2790
N: -5.241 3.214 -1.938  0.0084
C: -1.820 0.063 1.893  -0.2486
C: -2.418 -1.160 2.627  -0.0280
C: -1.118 0.986 2.929  -0.1699
C: 0.270 0.644 3.498  -0.2230
C: 0.542 -0.806 3.940  -0.1200
H: 6.137 3.168 0.507  -0.0207
H: 5.164 4.537 1.000  0.0384
H: 4.963 3.036 1.879  0.0749
H: 3.746 3.939 -0.653  0.1149
H: 4.428 2.257 -0.838  0.1067
H: 3.030 1.626 1.195  0.1298
H: 2.551 3.366 1.308  0.1385
H: 0.654 2.272 1.393  0.1071
H: -0.243 2.553 -0.085  0.1049
H: 0.923 -0.083 1.084  0.1490
H: 1.857 -0.006 -0.805  0.1585
H: 0.609 0.368 -1.709  0.1683
H: 0.384 -1.211 -3.096  0.0918
H: -1.134 -1.382 -2.295  0.0778
H: 0.150 -3.194 -4.038  0.0755
H: -1.374 -3.403 -3.234  0.0538
H: 2.378 -0.593 -2.773  0.0689
H: 2.447 -2.194 -3.535  0.0919
H: 3.933 -1.378 -3.143  0.0593
H: -0.095 -1.937 1.119  0.0463
H: -0.842 -3.792 1.890  0.0435
H: -2.441 -5.632 1.940  -0.0155
H: -4.222 -5.803 0.199  0.1158
H: -4.299 -4.130 -1.591  0.0743
H: -2.715 -2.327 -1.668  0.0603
H: -1.401 0.708 -1.489  0.1196
H: -2.097 1.577 -0.148  0.0576
H: -3.394 -0.368 -1.921  0.0829
H: -3.640 -0.722 -0.140  0.1052
H: -5.403 0.768 -0.741  0.0182
H: -4.184 1.689 0.178  0.0870
H: -4.204 1.571 -2.875  0.1156
H: -3.210 2.613 -1.839  0.0686
H: -5.968 3.012 -1.264  0.0361
H: -5.629 3.265 -2.870  0.0501
H: -2.713 0.645 1.624  0.1126
H: -3.154 -1.659 1.980  0.0847
H: -1.697 -1.927 2.920  0.0566
H: -2.966 -0.828 3.517  0.0883
H: -1.819 1.077 3.782  0.0875
H: -1.099 1.997 2.492  0.0337
H: 0.407 1.260 4.401  0.1091
H: 1.113 0.943 2.857  0.0797
H: 0.544 -1.542 3.130  0.0039
H: 1.511 -0.835 4.453  0.0847
H: -0.210 -1.121 4.676  0.0437
C: 7.246 7.277 1.836  -1.0424
Cl: 7.430 6.425 0.295  0.5006
Cl: 6.878 6.163 3.160  0.4859
H: 8.172 7.790 2.060  -0.0607
H: 6.437 7.992 1.745  0.0181
C: 10.324 4.440 4.957  -1.0109
Cl: 9.879 6.102 5.365  0.4972
Cl: 9.388 3.826 3.589  0.4683
H: 11.377 4.415 4.698  0.0257
H: 10.138 3.808 5.818  0.0254
C: -8.221 0.402 -2.212  -1.0125
Cl: -7.734 0.732 -0.541  0.5709
Cl: -8.451 1.895 -3.129  0.5015
H: -7.449 -0.190 -2.691  -0.0173
H: -9.157 -0.147 -2.202  0.0020
C: 0.040 -5.973 4.240  -0.9841
Cl: 0.269 -4.255 4.578  0.5347
Cl: -1.621 -6.325 3.727  0.6146
H: 0.720 -6.271 3.447  0.0326
H: 0.249 -6.538 5.152  -0.1080
C: -1.239 -0.489 7.392  -1.0223
Cl: -2.301 0.702 6.644  0.5317
Cl: 0.355 0.193 7.721  0.5186
H: -1.677 -0.824 8.325  0.0291
H: -1.130 -1.328 6.711  0.0053
C: -3.090 4.989 0.291  -0.9669
Cl: -1.983 5.134 -1.077  0.5336
Cl: -2.533 3.752 1.434  0.5988
H: -3.140 5.941 0.806  0.0297
H: -4.071 4.707 -0.081  0.0082
C: 8.609 10.707 3.641  -0.9818
Cl: 9.752 9.712 2.734  0.5153
Cl: 7.236 9.749 4.215  0.5317
H: 9.119 11.137 4.495  0.0274
H: 8.239 11.494 2.993  0.0280
C: -7.948 -3.567 -3.578  -0.9845
Cl: -9.003 -2.357 -4.309  0.5253
Cl: -6.355 -2.890 -3.189  0.5166
H: -8.407 -3.926 -2.663  0.0315
H: -7.818 -4.387 -4.276  0.0294
C: -0.920 -8.294 7.232  -0.9903
Cl: 0.690 -7.598 6.958  0.5712
Cl: -1.428 -8.105 8.909  0.5310
H: -1.632 -7.787 6.590  0.0123
H: -0.886 -9.351 6.992  0.0323
C: 7.880 0.091 2.167  -0.9992
Cl: 8.472 0.532 3.769  0.5017
Cl: 7.692 1.518 1.136  0.5638
H: 8.589 -0.587 1.704  0.0259
H: 6.916 -0.394 2.272  0.0220
C: 10.307 9.345 -1.363  -1.0069
Cl: 10.707 8.084 -0.191  0.4905
Cl: 8.955 10.347 -0.817  0.4908
H: 11.175 9.978 -1.505  0.0262
H: 10.032 8.873 -2.300  0.0253
C: -0.015 -8.387 -3.888  -1.0531
Cl: 0.213 -9.125 -5.478  0.5177
Cl: -0.288 -9.606 -2.638  0.5136
H: 0.880 -7.826 -3.640  0.0210
H: -0.871 -7.723 -3.925  0.0082
C: -2.201 -1.921 -6.159  -0.9889
Cl: -2.896 -1.996 -4.524  0.5920
Cl: -0.460 -1.595 -6.131  0.5576
H: -2.372 -2.871 -6.654  0.0399
H: -2.689 -1.116 -6.714  -0.0860
C: -12.100 -0.043 -5.703  -1.0010
Cl: -10.767 0.659 -4.774  0.4814
Cl: -12.249 -1.779 -5.412  0.4942
H: -13.024 0.442 -5.409  0.0276
H: -11.914 0.120 -6.758  0.0280
C: -1.908 1.092 -8.715  -0.9852
Cl: -2.862 -0.402 -8.748  0.5784
Cl: -2.803 2.414 -7.965  0.5243
H: -1.003 0.912 -8.144  0.0147
H: -1.659 1.367 -9.733  0.0305

2.
This record from the Open Molecules 2025 dataset describes a molecular structure, C5H3ClOS. The level of theory is ωB97M-V/def2-TZVPD.

Computed properties:
Calculated total energy ... -30636.494 eV
LUMO energy ... 0.060 eV
Net charge ... 0
Energy relative to the best compared isomer or geometry (same formula, charge and spin) ... 28.9 kcal/mol

Each line ends with the natural charge from an NBO analysis.
Element x y z (Å)
C: 0.931 -0.023 0.171  -0.0484
C: 0.342 -0.190 1.370  -0.2308
C: -1.144 -0.199 1.044  -0.4340
C: -0.198 0.081 -0.831  -0.4609
C: -1.175 0.923 -0.089  0.5837
H: 0.755 -0.089 2.391  0.2468
H: -1.945 -0.228 1.844  0.2577
H: 0.099 0.221 -1.850  0.2544
O: -1.760 1.962 -0.250  -0.5027
S: -1.338 -1.314 -0.432  0.2690
Cl: 2.591 0.110 -0.205  0.0652

3.
This record from the Open Molecules 2025 dataset describes a molecular structure, C20H25N5O3. The level of theory is ωB97M-V/def2-TZVPD.

Computed properties:
Calculated total energy ... -34722.340 eV
LUMO energy ... 0.034 eV
Net charge ... 0
Energy relative to the best compared isomer or geometry (same formula, charge and spin) ... 443.6 kcal/mol

Each line ends with the natural charge from an NBO analysis.
Element x y z (Å)
C: 3.118 -0.644 0.454  -0.2550
H: 2.826 -1.568 0.936  0.2063
O: 2.476 -0.579 -0.797  -0.5450
C: 2.728 0.638 -1.574  0.3566
C: 3.407 1.975 -1.084  -0.2170
C: 3.520 2.890 -1.989  -0.2150
C: 3.108 2.790 -3.293  -0.2057
C: 2.241 1.823 -3.756  -0.1680
C: 2.154 0.667 -2.998  -0.0980
C: 1.535 -0.633 -3.404  -0.2360
N: -0.083 -0.761 -3.494  -0.4159
C: -0.777 0.217 -4.431  -0.2269
H: -0.764 1.347 -3.849  0.1504
H: -0.200 0.153 -5.249  0.2070
C: -2.051 -0.437 -4.556  -0.2336
N: -2.510 -1.032 -3.347  -0.6325
C: -1.826 -1.098 -2.039  0.6713
O: -2.477 -1.569 -1.154  -0.5942
C: -0.672 -0.668 -1.994  -0.1897
C: -0.509 0.579 -1.347  -0.5445
H: 0.178 1.465 -1.797  0.2918
C: -0.172 0.412 0.033  0.6931
O: 0.522 1.229 0.683  -0.6675
N: -0.778 -0.595 0.730  -0.6708
H: -1.794 -0.809 0.244  0.4275
C: -0.752 -0.661 2.292  -0.2342
H: 0.322 -0.010 2.632  0.2366
H: -0.709 -1.760 2.391  0.2150
C: -1.856 -0.252 2.913  -0.4580
C: -1.723 -0.424 4.492  0.2238
N: -2.419 -1.467 4.968  -0.3847
C: -2.138 -1.525 6.267  0.0215
C: -1.430 -0.788 7.077  -0.1037
N: -0.763 0.420 6.543  -0.3157
C: -0.988 0.560 5.220  0.0046
H: -0.791 1.304 4.782  0.1609
H: -1.325 -0.741 8.141  0.2307
H: -2.452 -2.795 6.707  0.1691
H: -2.147 0.848 2.725  0.2182
H: -2.852 -0.882 2.490  0.2251
H: -1.403 1.046 -1.280  0.2447
H: 0.118 -1.619 -1.608  0.2999
H: -3.497 -1.249 -3.394  0.4040
H: -1.685 -1.416 -5.157  0.1852
H: -2.758 0.144 -5.210  0.2135
H: 1.771 -0.786 -4.340  0.1872
H: 1.954 -1.521 -2.774  0.2341
H: 2.016 1.705 -4.563  0.1532
H: 2.836 3.801 -3.883  0.2018
H: 3.874 3.731 -1.721  0.2028
H: 3.658 1.828 -0.153  0.2124
H: 4.112 -0.380 0.444  0.1778
H: 2.442 0.232 1.172  0.1853

Among the records above, which one has the lowest LUMO energy?
C45H76Cl30F3I2N2O